Formula: CH4N2O3S
Source: the OMol25 dataset
Level of theory: ωB97M-V/def2-TZVPD

Each line ends with the Löwdin charge.
Positions of all 11 atoms, in Å:
O 2.588 -0.840 0.918  0.1337
H -2.581 0.496 -0.299  0.0040
N 3.338 -1.957 -0.973  0.2075
C 2.805 -1.281 -0.129  -0.4162
H 3.471 -1.963 -1.966  0.0844
N -2.296 -0.128 0.380  -0.1828
H -2.487 0.314 1.341  0.0881
O -0.165 -0.173 -0.968  -0.4585
S -0.695 -0.713 0.254  0.8408
H 0.662 0.011 1.968  0.0350
O -0.226 0.220 1.619  -0.3361

## Properties
LUMO, eV: 0.7180
Total charge: 0
Multiplicity: 1
Energy relative to the best compared isomer or geometry (same formula, charge and spin), kJ/mol: 72.5